{
  "formula": "C31H91FK7O26P2",
  "method": "wB97M-V/def2-TZVPD",
  "symbols": ["K", "K", "K", "K", "K", "K", "K", "F", "O", "C", "O", "O", "H", "P", "O", "O", "O", "O", "P", "O", "O", "O", "O", "C", "C", "O", "H", "H", "H", "H", "H", "H", "C", "C", "O", "H", "H", "H", "H", "H", "H", "C", "C", "O", "H", "H", "H", "H", "H", "H", "C", "C", "O", "H", "H", "H", "H", "H", "H", "C", "C", "O", "H", "H", "H", "H", "H", "H", "C", "C", "O", "H", "H", "H", "H", "H", "H", "C", "C", "O", "H", "H", "H", "H", "H", "H", "C", "C", "O", "H", "H", "H", "H", "H", "H", "C", "C", "O", "H", "H", "H", "H", "H", "H", "C", "C", "O", "H", "H", "H", "H", "H", "H", "C", "C", "O", "H", "H", "H", "H", "H", "H", "C", "C", "O", "H", "H", "H", "H", "H", "H", "C", "C", "O", "H", "H", "H", "H", "H", "H", "C", "C", "O", "H", "H", "H", "H", "H", "H", "C", "C", "O", "H", "H", "H", "H", "H", "H"],
  "xyz": [[2.938, 1.875, 1.503], [-1.316, -1.702, 1.681], [-0.743, 1.798, 3.028], [2.641, 4.791, 3.576], [1.485, -0.700, 3.745], [-0.763, 2.712, -2.180], [1.263, -1.637, -1.970], [-1.490, -0.561, 4.455], [-0.374, -4.297, -1.044], [-0.475, -4.782, 0.207], [-1.503, -4.405, 0.799], [0.493, -5.372, 0.722], [-1.284, -3.993, -1.080], [0.309, 0.715, -0.047], [1.296, 0.948, -1.191], [1.037, -0.043, 1.173], [-0.996, -0.112, -0.387], [-0.021, 2.148, 0.393], [1.402, 2.343, 5.380], [1.714, 2.166, 3.892], [1.481, 1.111, 6.339], [0.022, 2.905, 5.464], [2.387, 3.365, 5.929], [4.645, -3.112, -5.141], [3.695, -1.889, -5.070], [2.440, -2.400, -4.825], [4.810, -3.536, -4.151], [5.569, -2.739, -5.585], [4.378, -3.857, -5.891], [3.642, -1.304, -5.989], [4.125, -1.221, -4.324], [1.880, -2.571, -5.587], [6.265, -1.930, 4.036], [4.801, -1.992, 3.794], [4.391, -0.644, 3.921], [6.383, -1.631, 5.078], [6.691, -1.283, 3.269], [6.765, -2.895, 3.954], [4.200, -2.623, 4.448], [4.649, -2.363, 2.780], [5.087, 0.017, 3.893], [-3.556, 5.575, 0.737], [-2.572, 4.459, 1.127], [-1.759, 4.086, -0.004], [-4.002, 6.080, 1.594], [-4.282, 5.057, 0.111], [-3.094, 6.232, 0.000], [-3.172, 3.680, 1.600], [-2.016, 4.848, 1.980], [-1.188, 3.339, 0.188], [-2.289, -2.573, -4.308], [-2.328, -1.451, -3.173], [-1.452, -1.848, -2.135], [-2.861, -3.478, -4.104], [-1.370, -3.158, -4.329], [-2.558, -2.160, -5.280], [-3.268, -1.451, -2.621], [-2.281, -0.498, -3.699], [-1.299, -1.154, -1.489], [-6.139, -2.092, -2.268], [-5.854, -1.572, -3.649], [-6.960, -1.900, -4.456], [-6.699, -3.011, -2.094], [-6.769, -1.416, -1.691], [-5.178, -2.207, -1.767], [-4.902, -1.870, -4.088], [-5.773, -0.501, -3.462], [-6.693, -1.700, -5.356], [2.743, 5.649, -0.343], [1.428, 4.978, -0.146], [1.516, 4.192, 1.016], [2.742, 6.255, -1.249], [3.632, 5.027, -0.447], [3.043, 6.484, 0.289], [1.252, 4.243, -0.932], [0.624, 5.687, 0.050], [0.927, 3.453, 0.848], [-5.439, 1.643, -1.468], [-4.342, 1.009, -0.645], [-3.085, 1.433, -1.147], [-5.552, 2.703, -1.242], [-6.392, 1.132, -1.331], [-5.137, 1.480, -2.503], [-4.345, -0.061, -0.855], [-4.461, 1.125, 0.433], [-2.414, 0.866, -0.762], [1.721, 2.945, -4.981], [2.126, 1.642, -4.444], [1.097, 1.035, -3.730], [0.970, 2.792, -5.757], [2.573, 3.409, -5.478], [1.350, 3.722, -4.312], [3.002, 1.847, -3.828], [2.488, 1.011, -5.255], [1.173, 1.196, -2.786], [-6.655, -3.744, 1.632], [-5.367, -3.188, 2.147], [-4.861, -2.298, 1.141], [-6.586, -4.227, 0.658], [-7.577, -3.174, 1.743], [-6.701, -4.674, 2.200], [-4.576, -3.904, 2.371], [-5.580, -2.725, 3.110], [-4.508, -2.775, 0.387], [4.886, -4.545, -0.965], [3.461, -5.200, -0.954], [2.692, -4.169, -0.326], [5.261, -4.214, 0.003], [4.924, -3.701, -1.653], [5.588, -5.274, -1.372], [3.429, -6.188, -0.494], [3.042, -5.348, -1.949], [1.962, -4.559, 0.159], [5.398, -0.181, 0.274], [4.514, -0.096, -0.940], [3.884, 1.213, -1.065], [4.963, 0.096, 1.234], [6.158, 0.600, 0.248], [5.852, -1.165, 0.393], [3.773, -0.889, -1.041], [5.146, -0.265, -1.812], [2.930, 1.108, -1.029], [-0.817, -5.171, 4.014], [0.164, -4.075, 4.479], [0.424, -3.366, 3.295], [-0.385, -6.033, 3.505], [-1.643, -4.818, 3.395], [-1.361, -5.509, 4.896], [1.112, -4.400, 4.908], [-0.366, -3.406, 5.156], [0.757, -3.936, 2.597], [-5.628, 1.726, 3.290], [-4.910, 0.400, 3.126], [-3.581, 0.616, 3.038], [-5.439, 2.479, 2.524], [-5.486, 2.190, 4.266], [-6.694, 1.544, 3.147], [-5.243, -0.110, 2.221], [-5.157, -0.341, 3.887], [-3.087, -0.030, 3.548], [6.373, 1.999, -3.976], [6.770, 1.098, -5.107], [7.041, -0.258, -4.714], [7.098, 2.032, -3.164], [5.407, 1.686, -3.579], [6.333, 3.038, -4.303], [7.653, 1.541, -5.568], [5.939, 1.183, -5.807], [7.895, -0.201, -4.279], [-3.510, 5.799, 4.773], [-2.659, 4.766, 5.552], [-1.813, 4.261, 4.473], [-4.161, 5.356, 4.020], [-2.885, 6.552, 4.293], [-4.121, 6.461, 5.386], [-3.182, 3.990, 6.110], [-1.994, 5.221, 6.285], [-1.143, 3.688, 4.853]],
  "energy_ev": -222443.050,
  "homo_lumo_gap_ev": 3.059,
  "total_charge": -1
}